Entry 1:
{"formula": "C5H14S", "method": "ωB97M-V with the def2-TZVPD basis set", "spin_multiplicity": 1, "smiles": "CCC.CSC", "gap_ev": 9.39, "lumo_energy_ev": 0.96, "homo_ha": -0.3099, "symbols": ["C", "C", "C", "H", "H", "H", "H", "H", "H", "H", "H", "C", "S", "C", "H", "H", "H", "H", "H", "H"], "coordinates": [[2.05064, 0.82611, -1.86055], [1.94141, -0.29595, -0.81025], [1.96673, 0.10339, 0.62557], [2.80783, 1.53746, -1.53598], [2.12773, 0.43433, -2.89518], [1.13576, 1.43705, -1.93130], [2.69092, -1.17812, -1.01322], [1.11172, -0.90283, -1.01265], [2.36791, -0.80396, 1.07766], [1.08241, 0.60279, 1.07226], [2.92592, 0.64320, 0.84591], [-2.78279, 0.78983, 1.69873], [-2.20268, 0.53498, 0.04511], [-2.14611, -1.26748, -0.04395], [-2.34952, 0.02084, 2.42480], [-2.55755, 1.85126, 1.88541], [-3.84849, 0.60281, 1.79719], [-2.08716, -1.71745, -1.02670], [-3.11719, -1.74895, 0.21958], [-1.11746, -1.46933, 0.43757]], "forces_ev_per_angstrom": [[-0.9, -0.2, 0.0], [1.5, -1.0, -1.8], [2.4, 0.0, 0.8], [0.5, -0.2, -0.6], [0.7, 0.2, 0.6], [0.0, -0.3, 0.5], [-0.4, 2.1, 0.4], [-2.0, -0.4, -0.2], [-1.3, -0.4, 1.0], [0.6, -0.6, -0.3], [-1.0, 0.7, -0.4], [0.1, -1.1, 1.2], [-0.1, 0.0, -1.4], [1.0, -0.4, 0.4], [0.1, 1.5, -0.8], [0.0, -0.6, 0.5], [-0.3, 0.3, -0.2], [0.5, 0.8, -0.8], [1.0, 0.3, 1.1], [-2.2, -0.7, -0.1]]}



Entry 2:
{"formula": "C2H3Fe", "method": "ωB97M-V with the def2-TZVPD basis set", "spin_multiplicity": 6, "gap_ev": [8.78, 7.89], "lumo_energy_ev": [-13.00, -14.79], "homo_ha": [-0.8004, -0.8333], "total_charge": 2, "symbols": ["C", "H", "C", "H", "H", "Fe"], "coordinates": [[0.53186, -1.35547, -0.39437], [1.61437, -1.26451, -0.43128], [-0.46891, -1.55112, 0.29845], [-1.51692, -1.79330, 0.42799], [1.13140, 0.71233, -0.79705], [0.11452, 0.85955, 0.88046]], "forces_ev_per_angstrom": [[1.3, 0.8, 1.7], [-0.1, -0.6, -0.8], [-1.0, 0.6, -0.9], [0.0, -0.2, 0.4], [-0.3, 0.4, 0.3], [0.1, -0.9, -0.7]]}



Entry 3:
{"formula": "C3H5NS", "method": "ωB97M-V with the def2-TZVPD basis set", "spin_multiplicity": 1, "smiles": "S=CN1CC1", "gap_ev": 8.99, "lumo_energy_ev": 0.37, "homo_ha": -0.3168, "symbols": ["S", "C", "N", "C", "C", "H", "H", "H", "H", "H"], "coordinates": [[1.82181, 0.18252, 0.07444], [0.47219, -0.71466, -0.11948], [-0.75490, -0.24855, -0.47054], [-1.36232, 0.94862, -0.00057], [-1.98275, -0.36411, 0.29174], [0.53911, -1.79532, -0.00270], [-0.75311, 1.42963, 0.78878], [-1.80829, 1.61015, -0.73080], [-1.83228, -0.83886, 1.32123], [-2.77281, -0.80513, -0.30397]], "forces_ev_per_angstrom": [[-0.3, -0.1, -0.1], [0.4, 0.3, 0.1], [0.3, -0.4, -0.4], [0.7, 0.9, 0.6], [0.6, -2.0, 1.4], [-0.3, 0.0, -0.1], [-0.7, -0.1, -0.4], [0.0, 0.0, 0.0], [-0.5, 0.9, -1.4], [-0.4, 0.4, 0.2]]}



no.,total energy (a.u.)
1,-597.02138
2,-1340.65899
3,-570.18626